(1)
Density functional theory data (the ωB97M-V functional and the def2-TZVPD basis) for a 2-piece molecular cluster, C4H12 overall at a distorted geometry.

The energy above the lowest of the compared OMol25 structures with the same formula, charge and spin is 1.658 eV. The total energy is -159.46921 a.u. Its charge is -1. The orbital gap (spin up / spin down) comes out at 2.732 / 11.563 eV. The multiplicity is 2. The value obtained for the largest force on an atom is 0.0938 Eh/bohr.

Atoms and positions in Å:
C 1.7402 0.4875 0.2399
C 1.6915 -0.8022 1.1726
H 0.8090 1.0366 0.1224
H 2.3820 1.1815 0.6234
H 2.2079 0.2920 -0.8227
H 2.7681 -1.1799 0.9985
H 0.8618 -1.5411 0.9297
H 1.7282 -0.5202 2.1518
C -1.3383 -0.2885 -1.1273
C -2.1133 0.5660 -0.2319
H -1.9478 -1.1353 -1.6533
H -1.0988 0.4094 -2.0048
H -0.6614 -0.7601 -0.5014
H -2.1171 1.5559 -0.6364
H -1.7575 0.4847 0.7434
H -3.1546 0.2138 -0.0039

Here are the Mulliken charges for atoms 1 to 2, given in e: C -1.187; C -1.922


(2)
Density functional theory data (the ωB97M-V functional and the def2-TZVPD basis) for a 2-piece molecular cluster, C4H12 overall at a distorted geometry.

The energy above the lowest of the compared OMol25 structures with the same formula, charge and spin is 0.282 eV. The total energy is -159.51978 a.u. Its charge is -1. The orbital gap (spin up / spin down) comes out at 2.722 / 11.988 eV. The multiplicity is 2. The value obtained for the largest force on an atom is 0.0250 Eh/bohr.

Atoms and positions in Å:
C -1.9125 -2.2734 0.4119
C -1.0016 -1.1602 -0.1364
H -2.9017 -1.9188 0.6672
H -1.9834 -3.1239 -0.2776
H -1.4114 -2.7676 1.2483
H -0.3154 -1.5471 -0.8907
H -1.6322 -0.3969 -0.5932
H -0.4269 -0.7157 0.6732
C 1.8604 1.1097 -0.1253
C 1.0252 2.3745 -0.1399
H 2.2879 0.8422 -1.0961
H 2.7196 1.1232 0.5468
H 1.2546 0.2626 0.1753
H 1.6652 3.2620 -0.0788
H 0.3127 2.4512 0.6807
H 0.4597 2.4784 -1.0654

Here are the Mulliken charges for atoms 1 to 2, given in e: C -1.950; C -2.183